Computed, not measured: the molecule C5H5Cl2N, with ωB97M-V with the def2-TZVPD basis set.

Geometry as XYZ:
```
13
Properties=species:S:1:pos:R:3:forces:R:3:nbo_charge:R:1
C -0.0923 -1.8967 -0.0033 -1.28 -0.63 1.80 -0.421
N 0.0089 -0.4388 0.0613 -2.85 0.61 -1.04 -0.364
C -1.0767 0.4571 -0.1292 0.32 0.70 0.80 0.075
Cl -2.7039 -0.1410 -0.0897 0.55 0.15 -0.05 0.017
C -0.6107 1.7806 -0.0744 0.60 -1.19 -0.10 -0.281
C 0.8080 1.6858 0.0075 -2.21 -1.37 0.74 -0.311
C 1.0687 0.3551 0.1387 3.05 0.50 -0.86 0.131
Cl 2.6801 -0.2260 -0.1405 -0.02 -0.50 0.44 -0.005
H -0.6906 -2.2690 -0.8717 0.97 0.60 0.36 0.229
H 0.9358 -2.3090 0.0842 -0.92 0.12 -0.25 0.240
H -0.7534 -2.2324 0.9089 1.52 0.51 -1.50 0.218
H -1.0526 2.7659 -0.0308 -0.80 -0.53 -0.23 0.240
H 1.4788 2.4684 0.1391 1.07 1.05 -0.11 0.231
```
Forces are in eV/Å.

Values from the calculation:
SMILES	Cn1c(Cl)ccc1Cl
HOMO level	-8.17	eV
energy	-31800.105	eV
total charge	0
ΔE to the lowest compared entry with this formula, charge and spin	95.5	kJ/mol
M	150.008	g/mol